Record 1
Below is 9 unconnected molecules or ions with the total composition C42H109N11O15, with properties calculated with ωB97M-V with the def2-TZVPD basis set.

Results
- HOMO-LUMO gap: 8.47 eV
- SMILES: COC[C@H](C)N.COCCNCCOC.COCCNCCOC.COCCNCCOC.COCCNCCOC.COCCNCCOC.COCCNCCOC.NC(N)=O.NC(N)=O
- Strongest force on any atom: 2.25 eV Å⁻¹
- E_tot: -3396.2940 a.u.

The geometry in ORCA input format:
```
! wB97M-V def2-TZVPD RIJCOSX def2/J DEFGRID3
* xyz 0 1
C -0.75574 -0.28548 -0.23337
O -0.00135 0.24223 0.60460
N -2.07297 -0.05004 -0.35806
N -0.32777 -1.17081 -1.16562
H -2.49753 0.32673 0.48973
H -2.55673 -0.23951 -1.22793
H -1.11152 -1.59516 -1.63288
H 0.64989 -1.38261 -1.29985
C 2.96816 -1.67421 0.18940
O 2.38800 -1.91140 -0.88153
N 4.10753 -2.29959 0.54263
N 2.52542 -0.77172 1.10185
H 4.56617 -2.96497 -0.05019
H 4.38691 -2.16503 1.49412
H 3.03314 -0.63330 1.94958
H 1.64527 -0.31255 0.86026
C -2.79033 -6.38525 -7.95567
O -1.52552 -6.04252 -7.42930
C -1.10316 -6.84818 -6.31650
C 0.15959 -6.18282 -5.76211
N -0.18662 -5.13640 -4.83790
C 0.92475 -4.30039 -4.49596
C 0.43713 -3.03796 -3.78384
O -0.49593 -2.23742 -4.49208
C 0.02224 -1.77766 -5.73217
H -2.65299 -7.04121 -8.81731
H -3.25575 -5.43637 -8.23541
H -3.55140 -6.80456 -7.28979
H -0.84348 -7.81470 -6.76385
H -1.86529 -7.05883 -5.56281
H 0.65690 -5.91266 -6.70658
H 0.82079 -6.95468 -5.35920
H -0.96985 -4.59907 -5.19229
H 1.59796 -4.09241 -5.34154
H 1.55265 -4.87707 -3.80546
H 1.27210 -2.45584 -3.37696
H -0.06773 -3.31519 -2.85432
H 0.23208 -2.58102 -6.44702
H 0.89348 -1.12916 -5.64222
H -0.82389 -1.29960 -6.22968
C 4.15103 6.87262 1.29101
O 3.63452 6.19807 0.17164
C 3.90168 6.81311 -1.09058
C 3.39981 5.91144 -2.21492
N 3.97216 4.56773 -2.15028
C 3.36899 3.72598 -3.19994
C 4.13372 2.39716 -3.24003
O 3.43378 1.39722 -3.95175
C 2.45250 0.72565 -3.18198
H 3.90880 7.93545 1.38732
H 5.24062 6.75750 1.24046
H 3.81320 6.35140 2.18565
H 4.98565 6.83833 -1.24725
H 3.43387 7.79614 -1.01652
H 3.64999 6.29490 -3.20618
H 2.29975 5.88509 -2.20339
H 3.69051 4.11704 -1.27543
H 3.49829 4.14374 -4.19843
H 2.31109 3.63225 -2.92896
H 4.52534 2.08661 -2.26627
H 5.02249 2.58097 -3.84701
H 1.72597 1.45038 -2.79441
H 2.86444 0.26841 -2.27842
H 1.93333 -0.01392 -3.78479
C 2.99414 -0.43181 5.75401
O 1.66129 -0.12375 5.36088
C 1.68944 0.47967 4.08111
C 0.33222 1.18313 3.89687
N 0.37307 2.43476 4.65246
C -0.92953 3.08987 4.86005
C -1.43493 3.74375 3.56885
O -2.43988 4.69583 3.88766
C -3.27033 4.94337 2.74978
H 3.62988 0.45381 5.70152
H 3.36923 -1.26583 5.15251
H 2.94604 -0.75319 6.79577
H 1.79317 -0.29362 3.31069
H 2.41335 1.28347 3.91318
H -0.38469 0.56015 4.45276
H -0.04470 1.20621 2.87450
H 0.63136 2.18288 5.60073
H -0.82537 3.82986 5.65180
H -1.70332 2.35950 5.13685
H -1.77625 2.91910 2.93524
H -0.58678 4.25402 3.10320
H -4.21020 5.29374 3.17349
H -3.54619 4.08610 2.13260
H -2.74408 5.63731 2.08989
C 0.40802 -3.48397 6.69339
O 0.43567 -4.69980 5.95013
C 1.56969 -4.92299 5.13632
C 1.56360 -4.05371 3.85453
N 0.86192 -4.67999 2.75353
C 0.74284 -3.85082 1.55211
C -0.28606 -4.44446 0.59191
O -1.59416 -4.32427 1.12271
C -2.27270 -3.17837 0.62505
H 0.29731 -3.77749 7.74057
H -0.46851 -2.97279 6.30359
H 1.36668 -2.96245 6.64315
H 1.58634 -5.93713 4.73792
H 2.46666 -4.73207 5.73089
H 2.63143 -3.99161 3.61319
H 1.18534 -3.03165 3.98974
H -0.04964 -5.06423 2.96734
H 1.70927 -3.86153 1.03676
H 0.50720 -2.80121 1.76461
H -0.09554 -5.49312 0.36004
H -0.16191 -3.93599 -0.37125
H -1.64557 -2.33870 0.94090
H -3.30347 -3.04898 0.94126
H -2.22245 -3.36037 -0.45630
C 6.57561 3.70406 2.29800
O 5.24364 3.34910 1.97771
C 5.19547 2.43542 0.90005
C 3.72660 2.06720 0.68786
N 2.89164 3.22403 0.46194
C 1.47471 2.88820 0.32148
C 0.71771 4.19245 0.24269
O 0.87441 4.90868 1.43870
C 0.38554 6.25291 1.32919
H 6.97484 4.31294 1.48233
H 7.21101 2.83069 2.47395
H 6.61591 4.29018 3.21482
H 5.73884 1.54368 1.23915
H 5.67108 2.84877 0.00426
H 3.34701 1.63132 1.62194
H 3.65690 1.34210 -0.12340
H 2.98522 4.03313 1.06034
H 1.08150 2.24057 1.11215
H 1.38885 2.34860 -0.62537
H -0.33589 3.99386 -0.02426
H 0.94060 4.85864 -0.60336
H 1.03623 6.80155 0.64689
H 0.32592 6.70262 2.31548
H -0.61969 6.17686 0.90410
C -5.22076 4.89184 -0.19004
O -5.30992 3.64981 0.44524
C -5.08942 2.47478 -0.32451
C -5.10099 1.38769 0.72759
N -3.88705 1.20503 1.50328
C -4.18528 0.31100 2.64474
C -2.87681 -0.18054 3.24825
O -2.81562 -1.60160 3.37003
C -1.63625 -2.03289 3.96288
H -5.75857 5.62678 0.41196
H -5.69167 4.90226 -1.17771
H -4.16138 5.17181 -0.20008
H -4.10207 2.46496 -0.80769
H -5.80307 2.37926 -1.14718
H -5.38811 0.41315 0.31373
H -5.97789 1.60342 1.35606
H -3.69693 2.12753 1.88200
H -4.83621 -0.49355 2.30854
H -4.66832 0.97593 3.36626
H -2.83134 0.23817 4.25762
H -1.99862 0.05789 2.64366
H -1.48265 -1.60910 4.96220
H -0.76477 -1.78562 3.33739
H -1.44636 -3.10211 4.09280
C -4.93482 -0.71019 -3.69172
C -4.28086 -1.89827 -3.01172
C -4.51831 -3.25752 -3.69186
O -3.83405 -4.28963 -2.99676
C -4.21184 -5.57649 -3.43173
N -2.83928 -1.72922 -2.83001
H -4.72704 0.28075 -3.28504
H -6.01952 -0.81507 -3.69258
H -4.50278 -0.64367 -4.69581
H -4.75518 -2.00982 -2.03053
H -4.23679 -3.29851 -4.74873
H -5.60804 -3.38974 -3.64464
H -4.17633 -5.75378 -4.51400
H -5.25466 -5.75659 -3.15560
H -3.51306 -6.28876 -2.99940
H -2.35637 -1.66621 -3.72129
H -2.50966 -2.59629 -2.41303
*
```


Record 2
Below is 11 unconnected molecules or ions with the total composition C42H112B4F16N7O14, with properties calculated with ωB97M-V with the def2-TZVPD basis set.

Results
- HOMO-LUMO gap: 5.48 eV
- ΔE to the lowest compared entry with this formula, charge and spin: 14.906 eV
- Strongest force on any atom: 5.00 eV Å⁻¹
- E_tot: -4800.6986 a.u.

The geometry in ORCA input format:
```
! wB97M-V def2-TZVPD RIJCOSX def2/J DEFGRID3
* xyz 3 1
C 8.48471 5.02524 15.29491
O 9.31632 3.94908 14.80094
C 9.71468 3.13619 15.96317
C 10.24341 1.75531 15.46300
N 9.18451 0.98599 14.59096
H 9.27157 -0.01574 14.68621
H 8.29020 1.15152 15.03019
C 9.12408 1.32718 13.14255
C 7.75067 0.86791 12.51067
O 6.75323 1.29139 13.32909
C 5.56070 0.50649 13.20962
H 8.93098 5.71081 16.01527
H 7.66247 4.67961 15.92146
H 8.04602 5.69079 14.55147
H 8.92713 2.93420 16.68915
H 10.50186 3.67316 16.49242
H 10.35786 0.96271 16.20244
H 11.16420 1.81919 14.88321
H 9.97025 0.90042 12.60406
H 9.39679 2.38249 13.14926
H 7.73264 -0.21550 12.39232
H 7.52949 1.21930 11.50285
H 5.04471 0.53453 12.24991
H 4.87869 0.80129 14.00715
H 5.75583 -0.56507 13.25179
C -12.28598 -2.63754 -12.27700
O -11.22626 -1.64867 -12.13906
C -11.13094 -0.77179 -13.24143
C -10.05705 -1.27835 -14.27048
N -8.87913 -1.75206 -13.44203
H -9.31693 -2.05919 -12.58524
H -8.53747 -2.60215 -13.86714
C -7.76970 -0.82515 -13.19546
C -6.60485 -1.54750 -12.31918
O -7.25827 -1.75791 -11.02455
C -6.37535 -2.40385 -10.06117
H -12.65673 -2.76170 -11.25955
H -12.04894 -3.64192 -12.62792
H -13.10087 -2.25452 -12.89131
H -10.82506 0.18245 -12.81252
H -12.08046 -0.62261 -13.75548
H -9.70513 -0.54308 -14.99411
H -10.50334 -2.06236 -14.88223
H -8.12024 0.07041 -12.68243
H -7.43389 -0.59441 -14.20645
H -5.73457 -0.89278 -12.27399
H -6.37777 -2.53875 -12.71157
H -6.07843 -3.39060 -10.41649
H -6.80896 -2.48874 -9.06476
H -5.43650 -1.87195 -9.90709
C -6.06814 4.54332 0.02475
O -5.72773 5.62026 0.91858
C -6.28173 6.85361 0.50575
C -5.57817 8.01617 1.28965
N -4.11436 7.73980 1.20044
H -3.87120 6.76277 1.28032
H -4.00325 7.83512 0.20111
C -3.04878 8.68314 1.84667
C -1.65017 8.31819 1.37248
O -1.63188 8.06151 -0.01678
C -0.44580 7.44886 -0.50152
H -7.10162 4.45799 -0.31099
H -5.83377 3.54728 0.40037
H -5.60459 4.84294 -0.91517
H -7.35181 6.95490 0.68678
H -6.22072 6.93060 -0.57982
H -5.71619 8.09184 2.36823
H -5.75645 8.99782 0.85068
H -3.06371 8.38500 2.89500
H -3.29727 9.70853 1.57296
H -1.48751 7.37143 1.88753
H -0.83680 8.95193 1.72592
H -0.35200 6.38013 -0.30887
H 0.44209 7.83041 0.00263
H -0.33808 7.64739 -1.56787
C -1.87872 -0.30088 -1.88912
O -1.96277 0.26728 -0.54495
C -0.87827 -0.21214 0.16507
C -1.26905 -1.40474 1.03478
N -2.45076 -1.13537 2.01520
H -2.20277 -0.71468 2.89930
H -3.20332 -0.63897 1.55986
C -3.26458 -2.32874 2.56300
C -2.37205 -3.41556 3.23953
O -1.55589 -2.63336 4.20574
C -0.88118 -3.42057 5.27313
H -1.99892 -1.38388 -1.86132
H -0.92248 -0.25396 -2.41018
H -2.70907 0.15116 -2.43159
H -0.83631 0.69238 0.77185
H 0.05435 -0.05443 -0.37663
H -0.45946 -1.82148 1.63395
H -1.36048 -2.26793 0.37551
H -3.98958 -2.71286 1.84542
H -3.72933 -1.79934 3.39477
H -1.68279 -4.09425 2.73711
H -2.89146 -4.13197 3.87597
H -1.65514 -4.14376 5.53020
H -0.49769 -2.78403 6.07053
H -0.03082 -3.98999 4.89797
C 5.48430 0.60562 2.96130
O 6.84303 0.92783 2.61427
C 7.69911 -0.14391 3.06626
C 8.49331 -0.47811 1.77658
N 7.60779 -0.75864 0.54919
H 6.79177 -1.31452 0.76179
H 7.08659 0.06521 0.28516
C 8.19153 -1.67848 -0.52127
C 7.48691 -1.44602 -1.91908
O 6.88918 -0.14612 -2.12237
C 6.30544 -0.05963 -3.39245
H 5.11162 -0.14200 2.26110
H 4.80137 1.43267 2.76718
H 5.39597 0.41911 4.03158
H 7.27291 -1.03481 3.52752
H 8.34252 0.26895 3.84321
H 9.02266 -1.41702 1.93889
H 9.10045 0.41090 1.60587
H 8.01308 -2.71359 -0.23004
H 9.27168 -1.54441 -0.57942
H 6.79863 -2.27653 -2.07599
H 8.23253 -1.60743 -2.69760
H 5.58414 -0.81806 -3.69680
H 6.96822 0.04798 -4.25107
H 5.75466 0.87561 -3.49271
C 0.54409 -13.50476 4.45236
O 1.49619 -12.95939 3.55375
C 2.53159 -12.26070 4.07449
C 3.59576 -11.78015 3.01000
N 4.27547 -12.93968 2.18605
H 4.70278 -13.59726 2.82252
H 3.49502 -13.39085 1.73061
C 5.24196 -12.43281 1.15677
C 5.89544 -13.60197 0.39336
O 4.82672 -14.34274 -0.12630
C 5.31208 -15.63193 -0.55141
H 0.96848 -14.27032 5.10191
H -0.29834 -13.97362 3.94383
H 0.10791 -12.78275 5.14268
H 3.05862 -13.01558 4.65803
H 2.21479 -11.50740 4.79577
H 4.40675 -11.24184 3.50052
H 3.17517 -11.16891 2.21151
H 6.05814 -11.86017 1.59728
H 4.71862 -11.78378 0.45465
H 6.55245 -14.10396 1.10360
H 6.49519 -13.23642 -0.44016
H 4.53512 -16.25344 -0.99656
H 5.44494 -16.21947 0.35703
H 6.25937 -15.76694 -1.07341
C -2.05616 6.93318 -9.61605
O -2.24935 8.26597 -10.01566
C -2.63345 9.11763 -8.97379
C -2.61054 10.54121 -9.35378
N -3.93003 10.92228 -10.02196
H -4.04292 10.34549 -10.84334
H -4.73833 10.65587 -9.47810
C -4.01860 12.49002 -10.27633
C -5.43447 12.87282 -10.54719
O -5.64285 12.38297 -11.87131
C -6.90357 12.72533 -12.47174
H -1.83418 6.29443 -10.47093
H -2.84648 6.52040 -8.98906
H -1.14730 6.85245 -9.01979
H -1.96136 8.99125 -8.12502
H -3.56706 8.91348 -8.44956
H -1.75552 10.78457 -9.98448
H -2.54820 11.22201 -8.50482
H -3.37748 12.80311 -11.10037
H -3.73770 12.98532 -9.34689
H -5.51321 13.95853 -10.60315
H -6.13410 12.54243 -9.77942
H -7.79149 12.16734 -12.17452
H -6.81189 12.45102 -13.52267
H -6.96160 13.81078 -12.39093
B -2.36045 3.49307 5.78117
F -1.57958 2.76743 6.66549
F -3.64951 2.95873 5.63749
F -2.47254 4.78887 6.27829
F -1.75590 3.62701 4.57602
B 2.30939 -7.70642 12.46035
F 3.14555 -6.63666 12.70659
F 1.89135 -7.79866 11.11881
F 3.19014 -8.80433 12.70430
F 1.24539 -7.58052 13.31614
B 3.98348 -4.88731 1.59132
F 4.97350 -4.24610 2.31192
F 4.34875 -6.06100 1.00532
F 2.97547 -5.19591 2.49807
F 3.53877 -4.08495 0.59278
B -7.46359 -3.87284 -1.92235
F -8.07465 -3.98009 -3.14720
F -6.34326 -3.11616 -2.12357
F -8.31029 -3.18802 -1.20600
F -7.17988 -5.13642 -1.41343
*
```